A structure of composition C45H56As3ClF5N4OSi2Tl in a non-equilibrium geometry, computed with the ωB97M-V functional and the def2-TZVPD basis.

Properties
- Total charge: -2
- Gap between HOMO and LUMO: 4.9 eV
- ΔE to the lowest compared entry with this formula, charge and spin: 156.8 kJ/mol

Each line ends with the Löwdin charge.
Positions of all 118 atoms, in Å:
Tl1 0.01 -21.00 -5.08  0.10
C1 0.49 -24.16 -6.84  -0.50
C2 0.33 -25.66 -6.79  -0.44
As1 1.92 -26.85 -6.37  1.31
C3 3.46 -25.65 -6.41  -0.43
C4 4.32 -25.54 -7.53  -0.10
C5 5.63 -24.96 -7.34  -0.06
C6 5.92 -24.44 -6.06  -0.08
C7 5.03 -24.58 -5.00  -0.11
C8 3.85 -25.24 -5.13  -0.17
C9 2.13 -27.88 -8.00  -0.43
C10 1.35 -27.93 -9.11  -0.11
C11 1.51 -28.94 -10.10  -0.08
C12 2.46 -29.94 -9.93  -0.10
C13 3.35 -29.84 -8.83  -0.10
C14 3.15 -28.85 -7.88  -0.16
As2 1.15 -23.65 -8.62  1.33
C15 -0.44 -24.23 -9.63  -0.42
C16 -1.74 -24.22 -9.18  -0.15
C17 -2.81 -24.66 -9.99  -0.11
C18 -2.53 -25.13 -11.28  -0.09
C19 -1.20 -25.16 -11.73  -0.11
C20 -0.21 -24.68 -10.92  -0.16
C21 0.87 -21.78 -8.88  -0.44
C22 2.02 -20.95 -8.90  -0.11
C23 1.83 -19.56 -9.09  -0.10
C24 0.60 -19.00 -9.29  -0.10
C25 -0.50 -19.82 -9.43  -0.08
C26 -0.34 -21.21 -9.27  -0.11
H1 1.33 -23.87 -6.18  0.03
H2 -0.42 -23.74 -6.48  0.03
H3 -0.12 -25.91 -7.79  0.04
H4 -0.36 -25.89 -6.01  0.04
H5 4.09 -25.81 -8.57  0.09
H6 6.32 -24.80 -8.12  0.07
H7 6.91 -24.02 -5.93  0.10
H8 5.29 -24.15 -4.01  0.12
H9 3.18 -25.42 -4.28  0.10
H10 0.60 -27.28 -9.34  0.05
H11 0.84 -28.78 -10.92  0.09
H12 2.53 -30.82 -10.61  0.10
H13 4.15 -30.55 -8.73  0.09
H14 3.74 -28.89 -6.93  0.10
H15 -2.01 -23.85 -8.19  0.10
H16 -3.83 -24.55 -9.62  0.06
H17 -3.36 -25.46 -11.88  0.08
H18 -0.94 -25.66 -12.65  0.09
H19 0.80 -24.72 -11.33  0.10
H20 3.03 -21.35 -8.76  0.10
H21 2.70 -18.87 -8.99  0.08
H22 0.56 -17.94 -9.49  0.10
H23 -1.42 -19.45 -9.69  0.07
H24 -1.20 -21.85 -9.37  0.06
O1 1.16 -23.73 -3.52  -0.18
C27 2.19 -22.97 -2.95  -0.24
C28 2.46 -23.35 -1.51  -0.24
C29 1.43 -23.78 -0.64  -0.02
C30 1.74 -24.09 0.65  -0.09
C31 3.08 -24.01 1.04  -0.10
C32 4.03 -23.57 0.15  -0.16
N1 3.71 -23.21 -1.10  0.11
H25 0.30 -23.43 -3.23  -0.09
H26 1.92 -21.90 -2.95  0.08
H27 3.10 -23.17 -3.52  0.10
H28 0.40 -23.83 -0.96  0.09
H29 1.01 -24.23 1.45  0.11
H30 3.41 -24.29 2.05  0.09
H31 5.07 -23.51 0.46  0.10
N2 5.36 -18.96 -7.52  0.15
C33 4.44 -18.12 -7.05  -0.44
C34 4.13 -18.18 -5.66  -0.06
N3 3.42 -17.22 -5.08  0.06
C35 2.81 -16.28 -5.80  -0.18
C36 2.97 -16.30 -7.19  -0.12
N4 3.79 -17.24 -7.78  0.08
H32 6.04 -19.19 -6.79  0.05
H33 5.74 -18.68 -8.38  0.08
H34 4.58 -18.95 -5.05  0.11
H35 2.16 -15.55 -5.34  0.08
H36 2.46 -15.58 -7.85  0.09
F1 7.51 -18.16 -3.73  -0.07
C37 7.55 -18.70 -5.02  -0.24
F2 8.21 -20.01 -4.75  -0.16
C38 8.60 -17.89 -5.79  -0.60
F3 8.01 -16.72 -6.19  0.06
F4 8.88 -18.50 -6.97  0.07
F5 9.79 -17.47 -5.28  0.08
C39 -6.95 -19.97 -8.57  -0.22
Si1 -6.06 -20.42 -6.96  0.48
C40 -5.99 -19.00 -5.76  -0.17
C41 -6.89 -21.93 -6.18  -0.18
As3 -1.33 -21.53 -2.89  0.32
Si2 -1.20 -19.40 -2.00  -0.06
C42 0.02 -19.02 -0.62  -0.26
C43 -0.80 -18.10 -3.30  -0.30
C44 -2.85 -18.83 -1.26  -0.25
H37 -7.83 -19.27 -8.52  0.04
H38 -7.33 -20.93 -9.04  0.03
H39 -6.25 -19.61 -9.32  0.01
H40 -7.01 -18.94 -5.34  0.04
H41 -5.71 -18.06 -6.18  0.02
H42 -5.40 -19.23 -4.93  0.01
H43 -7.94 -21.67 -6.09  0.02
H44 -6.47 -22.20 -5.22  0.03
H45 -6.77 -22.77 -6.86  0.02
H46 1.07 -18.91 -0.96  0.03
H47 0.04 -19.72 0.26  0.03
H48 -0.41 -18.05 -0.30  0.01
H49 0.14 -18.25 -3.83  -0.01
H50 -0.77 -17.12 -2.81  0.03
H51 -1.54 -18.19 -4.07  -0.01
H52 -2.67 -18.71 -0.23  -0.02
H53 -3.75 -19.46 -1.35  0.01
H54 -3.09 -17.88 -1.74  0.01
Cl1 -4.25 -21.99 -8.83  0.58
C45 -4.22 -20.87 -7.48  -0.67
H55 -3.57 -19.98 -7.72  0.05
H56 -3.70 -21.33 -6.65  0.02